Record 1
Below is C18H32FIN3O9S3 as an isolated structure at a distorted geometry, with properties calculated with the ωB97M-V functional and the def2-TZVPD basis.

The value obtained for the HOMO-LUMO gap is 7.39 eV. Its total charge is +1.

Positions of all 67 atoms, in Å:
C1 -7.530 1.235 -1.900
O1 -6.227 0.862 -1.476
C2 -5.988 -0.528 -1.559
C3 -5.034 -0.905 -0.441
C4 -3.711 -0.114 -0.526
C5 -2.459 -1.001 -0.767
C6 -1.380 -0.639 0.276
C7 0.080 -0.920 -0.054
N1 0.625 -0.124 -1.178
C8 0.031 0.835 -1.643
S1 -0.796 1.984 -2.271
C9 0.360 -2.429 -0.469
S2 -0.664 -3.588 0.528
I1 -0.159 -2.764 -2.570
C10 1.832 -2.889 -0.283
O2 2.844 -1.892 -0.563
C11 3.145 -1.657 -1.796
N2 3.409 -1.321 -2.893
C12 2.271 -4.203 -0.948
C13 3.716 -4.550 -0.528
F1 1.492 -5.261 -0.572
O3 1.969 -3.147 1.104
S3 1.940 -1.822 2.054
O4 1.347 -2.220 3.284
O5 3.296 -1.390 2.198
C14 0.922 -0.480 1.268
O6 0.151 0.031 2.269
C15 1.913 0.668 0.941
O7 2.318 1.253 2.167
C16 2.534 2.616 2.079
O8 1.364 3.268 2.459
C17 1.567 4.644 2.716
C18 1.627 5.509 1.473
O9 0.405 5.446 0.752
H1 -7.483 2.221 -2.349
H2 -8.174 1.322 -1.025
H3 -7.921 0.534 -2.632
H4 -6.936 -1.047 -1.420
H5 -5.516 -0.788 -2.512
H6 -4.902 -1.981 -0.364
H7 -5.537 -0.588 0.472
H8 -3.608 0.509 0.358
H9 -3.811 0.567 -1.367
H10 -2.135 -0.779 -1.773
H11 -2.757 -2.034 -0.660
H12 -1.523 0.414 0.494
H13 -1.690 -1.137 1.185
H14 -1.581 -3.952 -0.380
H15 2.270 -4.186 -2.032
H16 4.361 -4.491 -1.401
H17 3.764 -5.569 -0.169
H18 4.121 -3.875 0.218
H19 -0.320 -0.661 2.750
H20 2.778 0.300 0.399
H21 1.378 1.461 0.428
H22 2.842 2.945 1.067
H23 3.352 2.866 2.759
H24 2.477 4.806 3.302
H25 0.740 4.994 3.324
H26 1.752 6.541 1.803
H27 2.478 5.244 0.844
H28 0.606 5.148 -0.133
N3 4.754 1.344 -0.864
H29 4.058 2.086 -0.952
H30 5.572 1.570 -1.435
H31 5.034 1.251 0.117
H32 4.349 0.458 -1.187


Record 2
Below is a 7-piece molecular cluster, C18H32INO10 overall at a distorted geometry, with properties calculated with the ωB97M-V functional and the def2-TZVPD basis.

The value obtained for the HOMO-LUMO gap is 6.98 eV.

Positions of all 62 atoms, in Å:
O1 0.009 -0.204 0.913
H1 -0.092 -1.088 1.272
H2 0.866 0.020 0.542
H3 -0.632 -0.011 0.224
I1 0.765 -3.205 2.668
O2 2.240 0.144 -0.190
C1 3.336 -0.364 -0.522
N1 3.379 -1.268 -1.451
C2 4.616 0.021 0.189
H4 4.170 -1.891 -1.530
H5 2.542 -1.536 -1.948
H6 4.635 1.103 0.317
H7 5.563 -0.349 -0.205
H8 4.666 -0.308 1.227
O3 -2.457 -1.727 1.265
C3 -2.935 -2.696 0.666
O4 -4.294 -2.853 0.469
C4 -4.515 -4.099 -0.255
C5 -3.204 -4.646 -0.737
C6 -2.150 -3.759 0.097
H9 -5.079 -3.908 -1.168
H10 -4.999 -4.859 0.357
H11 -3.046 -4.462 -1.799
H12 -3.278 -5.724 -0.592
H13 -1.469 -3.247 -0.583
H14 -1.574 -4.394 0.769
O5 -0.111 1.319 3.769
C7 1.066 1.003 3.948
O6 2.007 1.216 2.992
C8 3.353 1.049 3.465
C9 3.223 0.993 5.065
C10 1.758 0.524 5.150
H15 3.880 1.937 3.115
H16 3.728 0.089 3.110
H17 3.608 1.841 5.632
H18 3.879 0.217 5.460
H19 1.235 1.066 5.938
H20 1.508 -0.525 5.306
O7 2.007 5.357 -3.539
C11 1.681 4.176 -3.372
O8 0.642 3.751 -2.704
C12 0.612 2.385 -2.572
C13 2.149 2.018 -2.688
C14 2.539 3.044 -3.739
H21 0.023 1.892 -3.345
H22 0.137 2.161 -1.616
H23 2.425 1.008 -2.990
H24 2.588 2.106 -1.694
H25 2.315 2.715 -4.753
H26 3.546 3.432 -3.895
O9 -1.299 0.265 -1.137
C15 -2.492 0.510 -1.303
O10 -3.343 -0.398 -1.902
C16 -4.653 0.104 -1.995
C17 -4.815 1.144 -0.964
C18 -3.374 1.661 -0.989
H27 -5.398 -0.646 -1.732
H28 -4.707 0.585 -2.972
H29 -5.156 0.757 -0.003
H30 -5.442 2.010 -1.176
H31 -3.047 2.171 -0.083
H32 -3.133 2.372 -1.779


Record 3
Below is C18H32KN2O8 as an isolated structure at a distorted geometry, with properties calculated with the ωB97M-V functional and the def2-TZVPD basis.

The value obtained for the HOMO-LUMO gap is 2.06 eV. Its total charge is -1. The value obtained for the energy above the lowest of the compared OMol25 structures with the same formula, charge and spin is 122.4 kcal/mol.

Positions of all 61 atoms, in Å:
K1 1.520 0.341 0.953
C1 -3.883 -0.667 -4.239
C2 -4.600 0.567 -4.635
C3 -3.751 1.868 -4.601
O1 -4.251 2.931 -4.911
C4 -2.415 1.846 -4.166
C5 -1.830 0.704 -3.760
C6 -2.529 -0.653 -3.811
O2 -1.989 -1.819 -3.684
O3 -0.630 0.985 -3.331
O4 -5.829 0.709 -4.704
H1 -4.304 -1.660 -4.307
H2 -1.968 2.829 -4.165
C7 2.986 -0.950 4.020
O5 2.615 -1.985 3.068
C8 3.565 -3.057 3.100
C9 3.478 -3.991 1.791
N1 3.757 -3.268 0.565
C10 3.528 -4.105 -0.592
C11 4.161 -3.433 -1.824
O6 5.564 -3.466 -1.837
C12 6.138 -3.025 -3.010
H3 3.175 -1.290 5.038
H4 2.131 -0.290 4.169
H5 3.873 -0.351 3.820
H6 3.416 -3.569 4.051
H7 4.602 -2.722 3.126
H8 2.513 -4.494 1.733
H9 4.254 -4.755 1.835
H10 4.671 -2.839 0.584
H11 2.462 -4.272 -0.746
H12 4.053 -5.033 -0.362
H13 3.758 -2.433 -1.983
H14 3.824 -3.973 -2.709
H15 7.179 -3.340 -2.938
H16 6.129 -1.935 -3.029
H17 5.666 -3.512 -3.863
C13 0.656 4.658 0.776
O7 -0.097 3.750 1.644
C14 -1.382 4.326 1.960
C15 -2.258 3.350 2.747
N2 -2.212 1.944 2.285
C16 -2.632 1.733 0.914
C17 -4.177 2.120 0.944
O8 -4.986 1.482 1.895
C18 -5.404 0.114 1.548
H18 1.685 4.327 0.642
H19 0.737 5.716 1.027
H20 0.162 4.692 -0.195
H21 -1.907 4.752 1.105
H22 -1.239 5.215 2.575
H23 -3.304 3.642 2.835
H24 -1.884 3.320 3.770
H25 -2.867 1.350 2.773
H26 -2.547 0.711 0.544
H27 -2.140 2.411 0.217
H28 -4.506 1.964 -0.083
H29 -4.284 3.201 1.029
H30 -4.531 -0.497 1.778
H31 -5.648 -0.001 0.492
H32 -6.279 -0.173 2.131


Record 4
Below is one molecule with the formula C18H32N4O5, with properties calculated with the ωB97M-V functional and the def2-TZVPD basis.

The value obtained for the HOMO-LUMO gap is 9.84 eV. As for the SMILES: CC(C)C[C@H](NC(=O)[C@@H]1CCCN1C(=O)OC(C)(C)C)C(=O)NCC(N)=O. The value obtained for the energy above the lowest of the compared OMol25 structures with the same formula, charge and spin is 3.1 kcal/mol.

Positions of all 59 atoms, in Å:
C1 -1.232 -1.503 3.674
C2 -0.801 -1.454 2.210
C3 0.717 -1.593 2.103
C4 -1.511 -2.558 1.408
C5 -1.940 -2.116 0.002
N1 -0.870 -1.502 -0.753
C6 -0.030 -2.168 -1.560
O1 -0.103 -3.351 -1.810
C7 1.021 -1.235 -2.214
C8 2.131 -2.046 -2.879
C9 3.157 -2.192 -1.757
C10 3.109 -0.832 -1.069
N2 1.729 -0.408 -1.243
C11 1.247 0.750 -0.762
O2 0.081 1.097 -0.929
O3 2.170 1.420 -0.076
C12 1.850 2.679 0.572
C13 0.743 2.486 1.607
C14 3.157 3.077 1.257
C15 1.454 3.721 -0.474
C16 -3.123 -1.140 0.088
O4 -3.838 -1.052 1.061
N3 -3.282 -0.377 -1.019
C17 -4.358 0.572 -1.148
C18 -3.933 1.982 -1.560
N4 -2.627 2.275 -1.423
O5 -4.744 2.779 -1.978
H1 -2.302 -1.334 3.752
H2 -0.998 -2.474 4.106
H3 -0.718 -0.737 4.251
H4 -1.097 -0.479 1.808
H5 1.038 -1.598 1.065
H6 1.041 -2.523 2.566
H7 1.216 -0.771 2.614
H8 -0.861 -3.430 1.322
H9 -2.421 -2.858 1.928
H10 -2.267 -3.003 -0.557
H11 -0.707 -0.511 -0.609
H12 0.481 -0.590 -2.918
H13 1.748 -3.006 -3.218
H14 2.553 -1.501 -3.723
H15 4.151 -2.434 -2.123
H16 2.834 -2.974 -1.069
H17 3.359 -0.875 -0.006
H18 3.782 -0.113 -1.550
H19 -0.195 2.228 1.125
H20 1.012 1.692 2.300
H21 0.605 3.407 2.167
H22 3.442 2.322 1.985
H23 3.952 3.164 0.522
H24 3.035 4.029 1.763
H25 2.251 3.838 -1.206
H26 1.279 4.677 0.011
H27 0.547 3.415 -0.987
H28 -2.726 -0.573 -1.837
H29 -4.844 0.637 -0.169
H30 -5.107 0.231 -1.871
H31 -2.329 3.202 -1.679
H32 -1.927 1.631 -1.094


Record 5
Below is C18H33AgN3P2S2 as an isolated structure at a distorted geometry, with properties calculated with the ωB97M-V functional and the def2-TZVPD basis.

The value obtained for the HOMO-LUMO gap is 5.11 eV. Its total charge is -1. The value obtained for the energy above the lowest of the compared OMol25 structures with the same formula, charge and spin is 33.5 kcal/mol.

Positions of all 59 atoms, in Å:
Ag1 0.124 0.746 0.391
C1 2.730 -0.457 5.338
S1 1.024 -1.132 5.418
C2 0.523 -0.850 3.741
S2 0.534 0.759 3.195
N1 0.273 -1.919 3.028
N2 -0.282 -1.814 1.786
C3 -0.565 -2.790 0.992
C4 -0.910 -2.643 -0.467
C5 -0.112 -3.327 -1.439
C6 -0.380 -3.164 -2.771
C7 -1.464 -2.302 -3.073
C8 -2.341 -1.910 -2.097
N3 -2.013 -2.012 -0.769
H1 2.872 0.292 6.154
H2 2.879 0.078 4.357
H3 3.406 -1.261 5.455
H4 -0.523 -3.833 1.272
H5 0.781 -3.877 -1.136
H6 0.175 -3.764 -3.495
H7 -1.564 -1.908 -4.118
H8 -3.253 -1.380 -2.371
C9 -3.312 0.070 1.868
P1 -2.227 1.181 0.963
C10 -2.515 2.691 1.846
C11 -3.142 1.474 -0.581
C12 -2.482 2.413 -1.605
P2 -0.659 2.033 -1.718
C13 -0.086 3.732 -2.051
C14 -0.665 1.166 -3.415
H9 -2.901 0.062 2.920
H10 -3.249 -0.928 1.440
H11 -4.390 0.382 1.847
H12 -1.777 2.767 2.643
H13 -3.528 2.638 2.349
H14 -2.439 3.529 1.200
H15 -4.111 1.790 -0.200
H16 -3.234 0.500 -1.130
H17 -2.646 3.451 -1.310
H18 -2.910 2.261 -2.607
H19 -0.762 4.244 -2.715
H20 0.947 3.654 -2.489
H21 -0.064 4.312 -1.081
H22 0.149 0.437 -3.453
H23 -0.467 1.884 -4.290
H24 -1.599 0.669 -3.710
C15 4.617 0.174 0.121
C16 3.273 -0.572 0.083
C17 3.437 -2.009 -0.633
C18 2.143 0.210 -0.539
H25 5.365 -0.200 0.891
H26 4.378 1.288 0.354
H27 5.107 0.178 -0.854
H28 2.955 -0.858 1.151
H29 3.767 -1.840 -1.705
H30 2.531 -2.567 -0.614
H31 4.142 -2.659 -0.088
H32 1.840 -0.277 -1.485
H33 2.605 1.186 -0.795


Record 6
Below is C18H33AsCdN2S3 as an isolated structure, with properties calculated with the ωB97M-V functional and the def2-TZVPD basis.

The value obtained for the HOMO-LUMO gap is 5.36 eV. The value obtained for the energy above the lowest of the compared OMol25 structures with the same formula, charge and spin is 10.7 kcal/mol.

Positions of all 58 atoms, in Å:
Cd1 -0.443 0.029 1.536
C1 2.112 -2.326 2.280
C2 1.583 -1.279 3.005
C3 0.179 -1.512 3.163
C4 -0.087 -2.774 2.543
C5 1.084 -3.245 1.997
H1 3.155 -2.466 2.032
H2 2.120 -0.451 3.448
H3 -0.396 -1.110 3.997
H4 -1.033 -3.296 2.585
H5 1.204 -4.161 1.443
C6 -0.800 4.708 2.094
C7 -0.796 3.310 1.524
S1 0.318 2.258 2.390
C8 -1.541 2.977 0.455
C9 -2.503 3.934 -0.205
S2 -1.513 1.418 -0.380
H6 -0.146 4.730 2.963
H7 -1.797 5.025 2.404
H8 -0.416 5.413 1.354
H9 -2.660 4.833 0.384
H10 -3.467 3.445 -0.353
H11 -2.131 4.224 -1.189
C10 -3.752 -3.885 -2.462
As1 -2.866 -2.822 -1.066
C11 -3.422 -3.709 0.586
C12 -3.788 -1.103 -1.098
S3 -0.842 -2.709 -1.466
H12 -4.826 -3.953 -2.292
H13 -3.317 -4.887 -2.476
H14 -3.562 -3.419 -3.431
H15 -4.474 -3.988 0.519
H16 -3.276 -3.035 1.434
H17 -2.816 -4.604 0.742
H18 -4.848 -1.229 -1.313
H19 -3.321 -0.480 -1.862
H20 -3.657 -0.599 -0.139
C13 2.921 2.319 -1.429
C14 1.928 1.919 -0.314
N1 1.848 0.475 -0.212
C15 1.358 -0.084 -1.454
C16 2.318 0.281 -2.613
N2 3.439 1.071 -2.041
C17 4.155 0.274 -1.014
C18 3.143 -0.080 0.104
H21 3.765 2.884 -1.030
H22 2.437 2.919 -2.201
H23 0.921 2.288 -0.523
H24 2.224 2.320 0.657
H25 0.356 0.318 -1.631
H26 1.256 -1.166 -1.347
H27 1.817 0.886 -3.371
H28 2.724 -0.611 -3.093
H29 4.093 1.311 -2.790
H30 4.981 0.874 -0.628
H31 4.563 -0.619 -1.489
H32 3.464 0.320 1.067
H33 3.027 -1.160 0.207


Record 7
Below is a 10-piece molecular cluster, C18H33Cl7N6 overall at a distorted geometry, with properties calculated with the ωB97M-V functional and the def2-TZVPD basis.

The multiplicity is 2. The value obtained for the HOMO-LUMO gap (spin up / spin down) is 3.46 / 3.36 eV. Its total charge is -5. As for the expectation value of S²: 0.76.

Positions of all 64 atoms, in Å:
C1 -2.823 -5.426 -0.153
C2 -2.868 -5.339 -1.679
N1 -1.632 -5.014 -2.242
C3 -0.897 -5.713 -3.223
C4 0.210 -4.926 -3.507
N2 0.094 -3.723 -2.811
C5 -0.965 -3.889 -1.962
C6 0.991 -2.554 -2.787
H1 -2.421 -6.341 0.283
H2 -3.815 -5.461 0.296
H3 -2.350 -4.512 0.206
H4 -3.548 -4.533 -1.956
H5 -3.230 -6.250 -2.155
H6 -1.218 -6.689 -3.558
H7 0.982 -5.126 -4.236
H8 -1.288 -3.125 -1.271
H9 1.810 -2.726 -3.486
H10 1.430 -2.522 -1.790
H11 0.425 -1.637 -2.950
C7 -0.174 -0.610 0.576
C8 -1.436 0.306 0.462
N3 -1.154 1.625 -0.048
C9 -0.600 1.888 -1.296
C10 -0.638 3.254 -1.453
N4 -1.148 3.774 -0.294
C11 -1.389 2.780 0.595
C12 -1.555 5.160 -0.042
H12 0.401 -0.678 -0.348
H13 -0.479 -1.636 0.785
H14 0.340 -0.283 1.479
H15 -1.895 0.277 1.450
H16 -2.247 -0.106 -0.138
H17 -0.269 1.098 -1.953
H18 -0.310 3.810 -2.318
H19 -1.814 2.802 1.588
H20 -2.629 5.235 -0.208
H21 -1.110 5.886 -0.724
H22 -1.427 5.527 0.976
C13 3.557 -1.308 2.574
C14 3.753 -0.432 1.257
N5 2.897 0.760 1.267
C15 2.716 1.604 0.220
C16 2.011 2.701 0.618
N6 1.639 2.592 1.974
C17 2.125 1.361 2.332
C18 0.967 3.550 2.754
H23 3.970 -0.906 3.499
H24 4.060 -2.261 2.412
H25 2.531 -1.560 2.842
H26 3.514 -1.097 0.427
H27 4.787 -0.107 1.142
H28 3.183 1.414 -0.735
H29 1.628 3.607 0.172
H30 2.058 1.008 3.350
H31 0.680 4.439 2.193
H32 1.670 3.846 3.533
H33 0.018 3.177 3.141
Cl1 -3.372 1.810 3.529
Cl2 2.462 3.945 -3.184
Cl3 -1.676 5.897 -3.785
Cl4 1.637 6.564 0.074
Cl5 -1.239 7.267 3.205
Cl6 -4.462 -1.276 1.023
Cl7 -0.468 -1.201 4.058


| no. | calculated total energy (Ha) |
| --- | --- |
| 1 | -3138.17689 |
| 2 | -1809.91669 |
| 3 | -2016.20614 |
| 4 | -1300.44209 |
| 5 | -2495.88558 |
| 6 | -4413.15464 |
| 7 | -4255.10268 |